49
Properties=species:S:1:pos:R:3:forces:R:3 method="wB97M-V/def2-TZVPD" max_force_ev_per_a=0.73 de_lowest_kcal_mol=0.0 homo_ev=-7.98 total_charge=0 smiles=C[C@]12CN3CCN(C[C@H](C3)[C@]1(O)CN1CCCCC1)C2 multiplicity=1 gap_ev=8.794 e_lumo_ev=0.810
C -0.2314 -0.4158 1.8625 0.19 0.14 -0.07
H 0.1497 -0.1773 2.8543 0.10 -0.02 0.16
H -0.5660 -1.4502 1.8571 -0.10 -0.12 0.05
H -1.0824 0.2173 1.6379 -0.03 -0.03 0.15
C 0.8637 -0.2090 0.8181 -0.10 -0.02 0.20
C 1.2318 1.2851 0.7406 -0.09 -0.15 -0.05
N 2.3080 1.6031 -0.1714 0.15 0.10 0.09
C 3.6429 1.4823 0.3617 0.12 -0.04 0.00
H 3.6509 2.0081 1.3197 0.06 0.02 -0.03
H 4.3104 2.0266 -0.3141 0.05 0.01 0.10
C 4.1856 0.0315 0.5560 0.03 0.11 0.05
N 3.2337 -1.0360 0.3683 0.15 0.04 0.02
C 2.1027 -1.0241 1.2699 -0.12 -0.03 -0.14
H 2.4443 -0.6359 2.2326 -0.07 -0.06 0.07
H 1.8020 -2.0680 1.4397 -0.09 0.04 0.14
C 2.8547 -1.3050 -1.0014 -0.24 -0.07 -0.16
H 3.7275 -1.1489 -1.6401 -0.02 -0.07 -0.01
H 2.5868 -2.3666 -1.0786 0.05 0.04 -0.12
C 1.6880 -0.4371 -1.4991 0.13 -0.08 0.09
H 1.4424 -0.7330 -2.5247 -0.04 -0.01 0.00
C 2.1101 1.0437 -1.4899 -0.23 -0.02 -0.21
H 3.0405 1.1535 -2.0532 -0.03 0.04 -0.05
H 1.3524 1.6489 -1.9998 0.09 -0.06 -0.10
C 0.4460 -0.6824 -0.5985 0.18 0.63 -0.32
O 0.0959 -2.0573 -0.6147 0.07 -0.37 0.08
H 0.7909 -2.5613 -0.1778 -0.08 -0.02 -0.05
C -0.7682 0.0428 -1.2300 0.26 -0.21 0.19
N -1.9632 0.1130 -0.4126 -0.09 0.12 -0.37
C -2.7483 -1.1084 -0.4647 -0.02 -0.29 0.37
C -3.8674 -1.0656 0.5694 -0.12 0.02 -0.32
C -4.7707 0.1341 0.3082 0.13 0.03 0.27
C -3.9176 1.3969 0.2830 -0.10 -0.02 -0.31
C -2.7960 1.2553 -0.7427 -0.05 0.22 0.23
H -2.1770 2.1574 -0.7286 0.00 -0.04 -0.07
H -3.2362 1.1600 -1.7535 0.04 0.02 -0.01
H -4.5270 2.2686 0.0364 0.01 0.05 0.04
H -3.4756 1.5548 1.2685 0.03 0.07 0.05
H -5.5401 0.2108 1.0790 -0.07 0.00 -0.05
H -5.2701 0.0126 -0.6564 -0.07 -0.01 -0.03
H -4.4398 -1.9938 0.5236 0.02 -0.04 0.05
H -3.4294 -0.9805 1.5650 0.04 -0.06 0.08
H -2.0805 -1.9453 -0.2681 -0.12 0.01 -0.08
H -3.1853 -1.2488 -1.4716 0.04 -0.01 -0.02
H -0.9667 -0.4851 -2.1792 0.05 0.08 -0.04
H -0.4775 1.0626 -1.4744 -0.03 -0.04 -0.03
H 5.0088 -0.1508 -0.1396 0.03 0.02 0.06
H 4.5868 -0.0703 1.5693 0.08 0.05 -0.05
H 1.5129 1.6394 1.7356 -0.07 0.02 0.03
H 0.3472 1.8483 0.4280 -0.11 0.01 0.12